Record 1
The following is a quantum chemistry calculation of the molecule C5H10O at a distorted geometry, from OMol25.

Properties
2S+1	1
ΔE to the lowest compared entry with this formula, charge and spin	165.4	kJ/mol
E	-7393.0511	eV
max |F|	0.022	hartree/bohr
SMILES string	C=CC[C@H](C)O
LUMO level	0.039	Ha
HOMO	-9.40	eV

Atoms and positions in Å:
C (-1.61104, -0.47566, 0.91931)
C (-1.53029, -0.58739, -0.41173)
C (-0.13670, -0.58180, -1.00367)
C (0.66068, 0.63187, -0.37416)
C (1.82914, 0.16987, 0.48983)
O (-0.20360, 1.47100, 0.36847)
H (-0.72018, -0.62595, 1.52571)
H (-2.47854, -0.12005, 1.46515)
H (-2.41827, -0.52110, -1.03926)
H (-0.14072, -0.49526, -2.09618)
H (0.37417, -1.52055, -0.76218)
H (1.05606, 1.25527, -1.18245)
H (2.30714, 1.01658, 0.99249)
H (2.57615, -0.32085, -0.14579)
H (1.51803, -0.54810, 1.25868)
H (-1.08205, 1.25212, -0.00421)

=====

Record 2
The following is a quantum chemistry calculation of the molecule C5H10O, from OMol25.

Properties
2S+1	1
ΔE to the lowest compared entry with this formula, charge and spin	111.4	kJ/mol
E	-7393.6103	eV
max |F|	0.006	hartree/bohr
SMILES string	CC[C@H]1O[C@H]1C
LUMO level	0.042	Ha
HOMO	-10.09	eV

Atoms and positions in Å:
C (-1.54157, -0.75545, 1.09485)
C (-0.26959, -1.14523, 0.34114)
C (0.82780, -0.13135, 0.55591)
O (1.89069, -0.10035, -0.38457)
C (0.99489, 1.00901, -0.35540)
C (0.10757, 1.21086, -1.57064)
H (-1.37517, -0.72391, 2.17817)
H (-2.34764, -1.47015, 0.90171)
H (-1.88980, 0.23753, 0.78567)
H (0.07552, -2.13624, 0.66112)
H (-0.47017, -1.21628, -0.73315)
H (1.15339, -0.01189, 1.59382)
H (1.44011, 1.92085, 0.04374)
H (-0.95295, 1.07132, -1.33118)
H (0.37896, 0.49096, -2.34790)
H (0.22681, 2.21712, -1.98222)